*i*
Density functional theory data (ωB97M-V with the def2-TZVPD basis set) for a single C11H10N2 molecule.

Structure (XYZ):
```
23
Properties=species:S:1:pos:R:3
C 3.111 1.444 -0.383
C 0.948 -1.404 -0.036
C -0.387 -1.319 -0.230
C -0.313 1.173 -0.283
C 1.723 -0.276 -0.006
C 1.045 1.021 -0.168
C -1.005 -0.072 -0.335
C 3.092 -0.156 0.150
C -3.155 0.626 0.390
C 4.248 -1.042 0.012
C -4.625 0.690 0.156
N 1.990 1.997 -0.222
N -2.363 -0.016 -0.395
H 1.467 -2.313 0.001
H -1.044 -2.131 0.243
H -0.930 2.061 -0.152
H -2.658 1.352 1.106
H 3.900 -2.043 -0.028
H 4.881 -0.742 0.899
H 4.813 -0.815 -0.985
H -5.110 0.458 1.101
H -4.841 1.677 -0.286
H -4.788 -0.172 -0.548
```

The calculation puts the LUMO energy (spin up / spin down) at -1.4 / -0.7 eV. For the gap between HOMO and LUMO (spin up / spin down), the calculation gives 6.7432 / 6.7048 eV.



*ii*
Density functional theory data (ωB97M-V with the def2-TZVPD basis set) for a single C11H10N2 molecule.

Structure (XYZ):
```
23
Properties=species:S:1:pos:R:3
C 1.432 2.360 0.071
C 1.681 0.873 -0.013
C 3.028 0.556 -0.095
C 3.270 -0.817 0.036
C 2.234 -1.737 -0.060
C 0.617 -0.141 0.032
C -0.848 0.114 0.116
C -1.536 -1.163 0.101
C -2.872 -1.315 0.027
C -3.631 -0.124 -0.133
C -1.708 1.239 0.072
H 0.581 2.722 -0.471
H 2.226 2.871 -0.354
H 1.591 2.648 1.193
H 3.730 1.377 -0.304
H 4.221 -1.314 -0.193
H 2.459 -2.884 -0.070
H -0.981 -2.078 0.296
H -3.309 -2.306 0.076
H -4.774 0.040 -0.222
H -1.136 2.185 -0.218
N 0.970 -1.454 -0.015
N -3.058 1.120 -0.079
```

The calculation puts the LUMO energy at 0.0 eV. As for the structure (SMILES): Cc1cccnc1-c1cccnc1. For the gap between HOMO and LUMO, the calculation gives 8.5299 eV.



The structure with the least stability is *i*.



*i*
Density functional theory data (ωB97M-V with the def2-TZVPD basis set) for a gas-phase ion, C2NO4 (charge -1).

Structure (XYZ):
```
7
Properties=species:S:1:pos:R:3
C 1.032 -0.117 -0.049
C -1.104 -0.219 -0.027
N 0.031 -0.946 -0.098
O 2.403 -0.422 0.085
O -2.227 -0.674 0.088
O 0.639 1.195 -0.001
O -0.774 1.183 0.003
```

The calculation puts the LUMO energy at 4.1 eV. As for the charge: -1. As for the structure (SMILES): O=c1nc([O-])oo1. For the gap between HOMO and LUMO, the calculation gives 9.1987 eV.



*ii*
Density functional theory data (ωB97M-V with the def2-TZVPD basis set) for 2 unconnected molecules or ions with the total composition C2NO4.

Structure (XYZ):
```
7
Properties=species:S:1:pos:R:3
C 1.984 0.297 -0.155
C -2.012 -0.214 0.269
N 2.744 -0.652 0.139
O -2.419 -0.901 1.130
O -0.894 0.296 -0.207
O -2.605 0.454 -0.678
O 3.203 0.720 -0.497
```

The calculation puts the LUMO energy (spin up / spin down) at 3.7 / 0.9 eV. As for the charge: -1. For the gap between HOMO and LUMO (spin up / spin down), the calculation gives 9.3652 / 5.2635 eV.



The structure with the least stability is *ii*.



*i*
Density functional theory data (ωB97M-V with the def2-TZVPD basis set) for 2 unconnected molecules or ions with the total composition CH6OS2.

Structure (XYZ):
```
10
Properties=species:S:1:pos:R:3
S 3.190 0.292 -1.842
S 1.876 0.500 -0.249
H 4.208 -0.171 -1.113
H 0.882 -0.256 -0.742
C -1.891 0.236 0.670
O -1.248 -0.872 0.052
H -2.473 0.735 -0.097
H -1.184 0.966 1.069
H -2.546 -0.072 1.484
H -0.814 -1.359 0.767
```

The calculation puts the LUMO energy at 0.4 eV. As for the structure (SMILES): CO.SS. For the gap between HOMO and LUMO, the calculation gives 9.3142 eV.



*ii*
Density functional theory data (ωB97M-V with the def2-TZVPD basis set) for 2 unconnected molecules or ions with the total composition CH6OS2.

Structure (XYZ):
```
10
Properties=species:S:1:pos:R:3
S -1.008 2.139 -1.176
S -1.503 0.456 -0.172
H 0.291 2.396 -0.952
H -1.380 0.865 1.123
C 1.653 -2.464 1.385
O 2.972 -2.447 0.907
H 1.113 -2.599 0.449
H 1.473 -3.401 1.920
H 1.436 -1.600 1.932
H 3.552 -2.808 1.538
```

The calculation puts the LUMO energy at 0.4 eV. As for the structure (SMILES): CO.SS. For the gap between HOMO and LUMO, the calculation gives 9.6048 eV.



The structure with the least stability is *ii*.



*i*
Density functional theory data (ωB97M-V with the def2-TZVPD basis set) for a molecular structure, C3H9NS.

Structure (XYZ):
```
14
Properties=species:S:1:pos:R:3
C -1.370 -0.175 0.575
C 0.069 -0.089 0.057
C 0.468 1.247 -0.614
S 2.212 1.311 -0.881
N 0.262 -1.245 -0.745
H -1.892 -1.059 0.221
H -1.944 0.717 0.313
H -1.461 -0.233 1.669
H 0.967 -0.276 0.945
H -0.184 1.122 -1.504
H -0.049 2.088 -0.140
H 1.455 -0.212 1.575
H 0.371 -2.057 -0.147
H 1.099 -1.138 -1.323
```

The calculation puts the LUMO energy (spin up / spin down) at -6.5 / -7.0 eV. As for the charge: +1. As for the spin multiplicity: 2. For the gap between HOMO and LUMO (spin up / spin down), the calculation gives 7.9215 / 7.0203 eV.



*ii*
Density functional theory data (ωB97M-V with the def2-TZVPD basis set) for a molecular structure, C3H9NS.

Structure (XYZ):
```
14
Properties=species:S:1:pos:R:3
S -2.041 -0.804 -0.199
H -2.625 -0.428 0.962
C 1.805 -1.124 -0.260
C 1.527 0.068 0.636
C 0.491 2.051 -0.222
N 0.380 0.846 0.141
H 0.966 -1.821 -0.255
H 1.992 -0.820 -1.295
H 2.688 -1.666 0.085
H 1.236 -0.252 1.639
H 2.397 0.723 0.719
H -0.365 2.589 -0.616
H 1.451 2.553 -0.135
H -0.643 0.204 0.047
```

The calculation puts the LUMO energy (spin up / spin down) at -4.1 / -7.6 eV. As for the charge: +1. As for the spin multiplicity: 2. For the gap between HOMO and LUMO (spin up / spin down), the calculation gives 11.1175 / 7.2688 eV.



The structure with the least stability is *i*.



*i*
Density functional theory data (ωB97M-V with the def2-TZVPD basis set) for 12 unconnected molecules or ions with the total composition C27H83N19O12.

Structure (XYZ):
```
141
Properties=species:S:1:pos:R:3
C 0.291 -4.827 5.454
C 0.171 -5.445 4.051
C 0.644 -4.483 2.957
O 0.160 -3.174 3.159
C -1.215 -3.014 2.870
N 0.944 -6.686 3.930
H -0.466 -4.038 5.554
H 1.221 -4.251 5.494
H 0.180 -5.525 6.277
H -0.872 -5.734 3.897
H 0.297 -4.928 2.020
H 1.731 -4.427 3.031
H -1.813 -3.812 3.320
H -1.367 -3.101 1.784
H -1.571 -2.054 3.228
H 0.615 -7.379 4.592
H 1.908 -6.525 4.214
C -4.927 -0.296 8.416
C -4.474 -1.410 7.457
C -2.985 -1.593 7.374
O -2.357 -0.401 6.993
C -1.129 -0.590 6.329
N -5.076 -2.709 7.777
H -6.015 -0.266 8.405
H -4.555 0.646 8.010
H -4.506 -0.489 9.403
H -4.818 -1.111 6.460
H -2.734 -2.426 6.703
H -2.602 -1.928 8.358
H -0.510 0.293 6.479
H -1.261 -0.854 5.279
H -0.555 -1.364 6.860
H -4.609 -3.088 8.598
H -6.037 -2.592 8.076
C -3.683 2.003 -5.550
C -3.684 3.381 -6.184
C -2.269 3.909 -6.365
O -2.374 5.152 -7.025
C -1.161 5.822 -7.164
N -4.398 3.303 -7.476
H -4.662 1.546 -5.419
H -3.132 2.028 -4.608
H -3.183 1.294 -6.224
H -4.154 4.078 -5.485
H -1.703 3.222 -7.021
H -1.690 4.008 -5.439
H -0.391 5.170 -7.606
H -0.724 6.222 -6.239
H -1.265 6.672 -7.838
H -4.005 4.069 -8.030
H -4.019 2.503 -7.983
C -0.849 -2.607 -1.593
C 0.657 -2.655 -1.774
C 1.287 -3.495 -0.671
O 2.671 -3.659 -0.995
C 3.258 -4.710 -0.251
N 1.022 -3.204 -3.090
H -1.291 -1.901 -2.299
H -1.027 -2.127 -0.623
H -1.401 -3.546 -1.610
H 1.014 -1.623 -1.728
H 0.819 -4.485 -0.662
H 1.216 -2.992 0.300
H 3.351 -4.499 0.817
H 4.294 -4.826 -0.585
H 2.788 -5.671 -0.479
H 0.366 -3.924 -3.393
H 1.849 -3.800 -3.031
C -0.251 0.623 1.646
C 0.806 0.331 0.604
C 0.543 1.067 -0.704
O -0.517 0.507 -1.440
C -0.867 1.273 -2.562
N 2.153 0.729 1.084
H -1.246 0.252 1.378
H -0.404 1.687 1.842
H -0.042 0.076 2.570
H 0.863 -0.757 0.497
H 1.449 1.040 -1.332
H 0.429 2.130 -0.445
H -1.826 0.994 -2.995
H -0.120 1.120 -3.350
H -0.920 2.342 -2.328
H 2.116 1.746 1.177
H 2.752 0.549 0.278
C 1.081 -0.205 -5.991
O 1.614 0.623 -5.259
N 1.095 -0.117 -7.355
N 0.431 -1.301 -5.492
H 0.553 -0.754 -7.908
H 1.438 0.717 -7.795
H -0.244 -1.795 -6.043
H 0.624 -1.512 -4.522
C -3.954 1.853 -0.473
O -3.319 2.900 -0.488
N -5.318 1.787 -0.498
N -3.323 0.638 -0.440
H -5.795 0.911 -0.587
H -5.860 2.604 -0.289
H -2.315 0.608 -0.403
H -3.842 -0.219 -0.391
C -1.142 4.559 1.770
O -1.681 3.851 2.599
N -0.927 4.135 0.477
N -0.644 5.810 2.048
H -0.731 4.854 -0.200
H -1.556 3.395 0.175
H -0.029 6.318 1.441
H -0.643 6.101 3.009
C 2.982 3.483 -3.572
O 3.612 4.449 -3.157
N 1.635 3.333 -3.360
N 3.543 2.502 -4.321
H 1.213 2.434 -3.492
H 1.258 3.900 -2.620
H 3.034 1.648 -4.525
H 4.455 2.669 -4.698
C 3.789 -2.072 2.952
O 4.071 -3.249 3.140
N 2.534 -1.577 3.001
N 4.742 -1.111 2.652
H 1.744 -2.204 3.124
H 2.331 -0.631 2.697
H 5.696 -1.421 2.683
H 4.487 -0.309 2.104
C 4.164 -0.554 -2.268
O 4.887 0.411 -2.470
N 4.077 -1.157 -1.046
N 3.347 -1.088 -3.227
H 3.494 -1.957 -0.848
H 4.725 -0.866 -0.339
H 2.732 -1.862 -3.023
H 3.354 -0.743 -4.167
C 3.772 3.649 1.950
O 3.017 3.405 2.869
N 4.976 3.009 1.736
N 3.341 4.354 0.842
H 5.738 3.427 1.236
H 5.197 2.248 2.352
H 3.958 4.568 0.080
H 2.430 4.766 0.921
```

The calculation puts the LUMO energy at 0.1 eV. As for the structure (SMILES): COC[C@H](C)N.COC[C@H](C)N.COC[C@H](C)N.COC[C@H](C)N.COC[C@H](C)N.NC(N)=O.NC(N)=O.NC(N)=O.NC(N)=O.NC(N)=O.NC(N)=O.NC(N)=O. For the gap between HOMO and LUMO, the calculation gives 9.0455 eV.



*ii*
Density functional theory data (ωB97M-V with the def2-TZVPD basis set) for 12 unconnected molecules or ions with the total composition C27H83N19O12.

Structure (XYZ):
```
141
Properties=species:S:1:pos:R:3
C 14.369 10.260 17.648
O 13.911 10.374 18.809
N 15.157 9.103 17.349
N 14.240 11.201 16.570
H 15.473 8.528 18.108
H 15.745 9.186 16.540
H 14.565 10.859 15.669
H 13.752 12.082 16.621
C 11.719 8.897 10.045
O 10.664 9.214 9.509
N 12.814 9.845 10.146
N 11.954 7.606 10.646
H 12.770 10.815 9.848
H 13.650 9.666 10.646
H 12.745 7.524 11.265
H 11.292 6.868 10.719
C 10.276 12.749 9.759
O 11.535 12.689 10.119
N 9.494 13.889 10.151
N 9.608 11.704 9.113
H 8.642 13.909 9.628
H 9.863 14.775 10.516
H 8.620 11.648 8.935
H 10.038 10.807 8.866
C 14.854 14.763 8.877
O 15.421 15.395 9.725
N 15.608 14.514 7.635
N 13.532 14.151 8.980
H 15.019 14.562 6.835
H 16.455 15.046 7.581
H 13.109 13.994 9.888
H 13.117 13.576 8.273
C 13.693 16.946 12.915
O 14.239 18.031 12.677
N 13.726 15.820 12.036
N 12.863 16.736 14.086
H 13.411 14.928 12.393
H 14.355 15.766 11.234
H 12.803 15.771 14.368
H 12.943 17.441 14.797
C 10.435 11.076 19.705
O 9.359 11.329 20.198
N 11.485 10.422 20.406
N 10.718 11.370 18.345
H 11.409 10.558 21.392
H 12.401 10.550 19.975
H 11.663 11.284 18.009
H 10.054 11.816 17.701
C 12.070 12.295 13.640
O 12.764 13.357 13.599
N 11.541 11.689 14.813
N 11.783 11.558 12.488
H 11.886 11.763 15.747
H 11.090 10.802 14.631
H 11.204 10.745 12.545
H 11.669 12.006 11.569
C 6.533 12.352 16.784
C 7.676 11.796 16.035
C 7.352 11.753 14.524
O 8.452 11.243 13.848
C 8.313 11.115 12.458
N 8.976 12.540 16.295
H 6.850 12.519 17.813
H 5.606 11.780 16.738
H 6.329 13.346 16.367
H 7.976 10.795 16.376
H 7.180 12.806 14.336
H 6.399 11.223 14.384
H 9.014 10.351 12.128
H 8.533 12.045 11.936
H 7.310 10.731 12.202
H 9.610 12.252 15.551
H 8.740 13.514 16.093
C 15.569 10.835 11.628
C 15.111 10.107 12.867
C 15.480 8.623 12.718
O 14.746 8.071 11.651
C 15.297 6.837 11.346
N 15.782 10.546 14.109
H 16.651 10.938 11.618
H 15.175 11.850 11.644
H 15.284 10.445 10.640
H 14.015 10.188 12.923
H 15.200 8.024 13.616
H 16.571 8.440 12.569
H 15.204 6.098 12.165
H 16.362 6.940 11.098
H 14.834 6.435 10.452
H 16.784 10.426 14.076
H 15.609 11.508 14.339
C 14.881 14.617 16.890
C 13.512 14.578 17.572
C 13.002 15.978 17.683
O 11.612 16.002 18.015
C 11.443 15.704 19.414
N 12.539 13.819 16.750
H 15.544 15.366 17.314
H 14.782 14.880 15.825
H 15.419 13.668 16.936
H 13.544 14.070 18.547
H 13.087 16.506 16.719
H 13.547 16.601 18.416
H 12.220 16.275 19.964
H 11.514 14.636 19.599
H 10.473 16.054 19.722
H 12.590 13.981 15.762
H 11.603 14.026 17.081
C 8.102 16.444 12.220
C 9.535 16.264 12.761
C 9.542 15.025 13.627
O 8.667 15.252 14.747
C 9.212 16.102 15.806
N 10.501 16.264 11.652
H 7.398 16.473 13.055
H 7.727 15.619 11.594
H 7.905 17.361 11.666
H 9.776 17.100 13.425
H 10.569 14.747 13.895
H 9.194 14.199 12.992
H 10.301 16.069 15.812
H 8.813 15.671 16.734
H 8.852 17.116 15.657
H 10.569 17.240 11.418
H 11.451 15.964 11.846
C 11.291 7.578 17.806
C 11.309 7.422 16.274
C 11.007 8.779 15.697
O 11.006 8.799 14.273
C 9.793 8.252 13.786
N 12.687 6.860 15.882
H 12.127 8.196 18.161
H 11.388 6.564 18.211
H 10.387 8.018 18.241
H 10.544 6.697 15.973
H 11.785 9.483 16.015
H 10.087 9.172 16.166
H 8.935 8.740 14.263
H 9.718 7.176 13.976
H 9.746 8.417 12.717
H 12.731 7.103 14.888
H 13.349 7.530 16.290
```

The calculation puts the LUMO energy at 0.4 eV. As for the structure (SMILES): COC[C@H](C)N.COC[C@H](C)N.COC[C@H](C)N.COC[C@H](C)N.COC[C@H](C)N.NC(N)=O.NC(N)=O.NC(N)=O.NC(N)=O.NC(N)=O.NC(N)=O.NC(N)=O. For the gap between HOMO and LUMO, the calculation gives 9.3830 eV.



The structure with the least stability is *ii*.